# 1
C15H29NO6 | ωB97M-V with the def2-TZVPD basis set

Last column: Mulliken charge in e.
Positions of all 51 atoms, in Å:
C (-0.776, 3.662, -3.125)  -0.94
C (-0.444, 2.311, -3.943)  -0.41
C (-1.486, 1.157, -3.528)  -0.16
C (-2.265, 0.474, -4.754)  -0.46
O (-3.608, 0.111, -4.336)  -0.37
C (-3.629, -1.085, -3.581)  0.58
O (-3.004, -2.111, -4.008)  -0.59
N (-4.386, -1.261, -2.339)  -0.22
C (-3.933, -0.353, -1.243)  -0.21
O (-3.665, -1.116, -0.043)  -0.45
C (-2.281, -1.448, 0.084)  0.49
C (-1.513, -0.754, 1.269)  -0.39
C (-0.005, -1.112, 1.492)  -0.09
C (0.749, -2.131, 0.580)  -0.27
C (0.001, -2.793, -0.624)  -0.58
C (-1.504, -2.433, -0.838)  -0.17
H (-0.546, 4.578, -3.782)  0.29
H (-0.153, 3.647, -2.156)  0.21
H (-1.867, 3.761, -2.805)  0.30
H (-0.463, 2.429, -5.077)  0.38
H (0.593, 1.962, -3.571)  0.24
H (-1.045, 0.322, -2.878)  0.20
H (-2.299, 1.658, -2.872)  0.10
H (-2.389, 1.295, -5.561)  0.36
H (-1.673, -0.362, -5.252)  0.27
H (-4.215, -2.230, -2.025)  0.35
H (-4.769, 0.395, -0.976)  0.25
H (-2.999, 0.260, -1.475)  0.00
H (-2.050, -0.005, 1.958)  0.31
H (0.566, -0.619, 2.349)  0.15
H (1.843, -2.391, 0.793)  0.19
H (0.511, -3.523, -1.343)  0.35
H (-2.054, -2.927, -1.712)  0.22
C (4.698, -1.996, 1.659)  -0.40
O (4.050, -3.157, 1.157)  -0.52
H (4.025, -1.145, 1.555)  0.11
H (4.942, -2.138, 2.715)  0.24
H (5.611, -1.808, 1.088)  0.28
H (4.665, -3.895, 1.261)  0.29
C (1.674, 1.872, 3.184)  -0.48
O (2.327, 1.238, 2.091)  -0.45
H (1.171, 1.114, 3.782)  0.15
H (2.411, 2.389, 3.803)  0.28
H (0.935, 2.585, 2.808)  0.31
H (2.763, 1.930, 1.580)  0.25
C (2.939, 0.507, 6.435)  -0.57
O (1.783, 1.211, 6.004)  -0.48
H (3.782, 0.798, 5.807)  0.22
H (3.159, 0.760, 7.475)  0.29
H (2.773, -0.569, 6.340)  0.26
H (1.053, 0.936, 6.574)  0.28

Values from the calculation:
SMILES string ... CCCCOC(=O)NCOc1ccccc1.CO.CO.CO
Energy relative to the best compared isomer or geometry (same formula, charge and spin) ... 157.2 kcal per mole
F_max ... 4.7 eV/A
HOMO level ... -8.399 eV
Spin multiplicity ... 1

# 2
C3H9NO2 | ωB97M-V with the def2-TZVPD basis set

Last column: Mulliken charge in e.
Positions of all 15 atoms, in Å:
C (0.942, 1.352, -1.723)  -0.71
N (0.816, -0.077, -1.643)  0.04
C (0.338, -0.521, -0.338)  -0.38
C (-0.133, -1.940, -0.387)  -0.13
O (-1.152, -2.382, -0.688)  -0.30
H (1.911, 1.665, -2.080)  0.35
H (0.349, 1.918, -2.577)  0.33
H (0.701, 1.849, -0.819)  0.32
H (0.101, -0.310, -2.318)  0.36
H (-0.503, -0.031, 0.102)  0.37
H (1.109, -0.557, 0.449)  0.38
H (0.681, -2.555, -0.122)  0.36
H (-1.234, 3.209, 4.104)  0.34
H (-0.995, 1.938, 3.274)  0.26
O (-0.688, 2.391, 3.961)  -0.60

Values from the calculation:
<S²> ... 0.75
Energy relative to the best compared isomer or geometry (same formula, charge and spin) ... 71.5 kcal per mole
F_max ... 6.5 eV/A
Total charge ... +1
HOMO level (spin up / spin down) ... -14.179 / -14.179 eV
Spin multiplicity ... 2

# 3
C11H18Cl4F9I2PS | ωB97M-V with the def2-TZVPD basis set

Last column: Mulliken charge in e.
Positions of all 46 atoms, in Å:
C (-4.310, 2.827, 2.296)  -1.46
C (-3.502, 3.422, 1.161)  -0.29
I (-1.651, 4.157, 1.992)  0.08
C (-3.294, 2.341, 0.066)  -0.80
I (-3.582, 3.262, -1.886)  0.06
P (-1.679, 1.418, 0.096)  0.08
C (-2.182, -0.304, -0.378)  -0.85
C (-0.987, -1.178, -0.760)  -0.92
C (-0.531, -2.012, 0.407)  0.84
F (-0.243, -1.300, 1.471)  -0.33
F (-1.597, -2.768, 0.771)  -0.36
C (0.568, -3.057, 0.109)  0.51
F (0.810, -3.746, 1.179)  -0.26
F (0.072, -3.898, -0.769)  -0.29
S (2.179, -2.412, -0.614)  1.45
F (1.888, -0.939, -0.183)  -0.31
F (1.523, -2.209, -2.003)  -0.33
F (2.573, -3.886, -0.978)  -0.32
F (2.909, -2.621, 0.775)  -0.32
F (3.531, -1.937, -1.215)  -0.30
H (-4.521, 3.559, 3.063)  0.41
H (-5.223, 2.369, 1.930)  0.40
H (-3.721, 2.041, 2.765)  0.39
H (-4.061, 4.244, 0.754)  0.58
H (-4.108, 1.637, 0.155)  0.48
H (-0.971, 1.959, -1.000)  0.03
H (-2.854, -0.250, -1.231)  0.50
H (-2.766, -0.698, 0.443)  0.48
H (-0.206, -0.528, -1.131)  0.41
H (-1.279, -1.863, -1.540)  0.42
Cl (5.192, -1.315, 5.074)  -0.19
C (5.060, -2.500, 3.749)  -0.11
C (4.599, -3.849, 4.236)  -0.40
Cl (5.829, -4.661, 5.239)  -0.20
H (6.028, -2.564, 3.259)  0.36
H (4.338, -2.102, 3.038)  -0.04
H (4.406, -4.499, 3.384)  0.24
H (3.687, -3.770, 4.822)  0.35
Cl (-0.122, 4.873, -3.278)  -0.15
C (0.094, 4.140, -4.885)  -0.45
C (-0.624, 2.818, -4.996)  -0.37
Cl (0.123, 1.558, -3.977)  -0.14
H (1.161, 4.032, -5.066)  0.32
H (-0.311, 4.840, -5.614)  0.29
H (-0.580, 2.461, -6.024)  0.34
H (-1.668, 2.907, -4.705)  0.15

Values from the calculation:
F_max ... 2.0 eV/A
HOMO level ... -8.277 eV
Spin multiplicity ... 1

# 4
C35H57HgN4OSSi2 | ωB97M-V with the def2-TZVPD basis set

Last column: Mulliken charge in e.
Positions of all 101 atoms, in Å:
Hg (10.303, 8.662, 11.518)  0.74
C (7.928, 8.101, 11.045)  0.45
C (8.359, 6.866, 11.646)  1.10
C (7.577, 6.724, 12.845)  0.24
C (6.698, 7.828, 12.967)  0.18
C (6.941, 8.688, 11.905)  0.72
C (6.222, 9.941, 11.573)  -1.62
C (5.730, 8.056, 14.079)  -1.71
C (7.726, 5.643, 13.906)  -1.46
C (8.978, 5.636, 11.067)  -1.49
C (7.969, 8.224, 9.515)  -0.77
H (5.131, 9.839, 11.436)  0.44
H (6.628, 10.302, 10.575)  -0.11
H (6.369, 10.696, 12.323)  0.41
H (5.988, 7.786, 15.122)  0.37
H (4.790, 7.504, 13.852)  0.32
H (5.345, 9.110, 14.027)  0.36
H (7.777, 4.611, 13.507)  0.32
H (6.784, 5.699, 14.506)  0.36
H (8.573, 5.946, 14.614)  0.21
H (9.992, 5.469, 11.450)  0.21
H (9.158, 5.756, 9.973)  0.26
H (8.305, 4.804, 11.299)  0.50
H (7.717, 9.181, 9.086)  0.30
H (7.252, 7.477, 9.152)  0.20
H (8.951, 7.956, 9.112)  -0.15
C (11.567, 7.790, 8.207)  -0.89
Si (12.980, 8.442, 9.328)  0.28
C (13.353, 10.305, 8.887)  -0.68
C (14.407, 7.245, 8.994)  -1.35
N (12.496, 8.547, 11.027)  -0.28
C (13.235, 9.263, 11.888)  0.65
C (14.648, 9.319, 11.899)  -0.16
C (15.416, 10.113, 12.735)  -0.98
C (14.784, 10.842, 13.794)  -0.48
C (13.416, 10.763, 13.872)  -0.49
C (12.596, 10.088, 12.892)  0.04
N (11.298, 10.380, 12.700)  -0.23
Si (10.605, 11.933, 12.765)  0.08
C (9.312, 12.232, 11.516)  -0.05
C (12.059, 13.178, 12.466)  -0.93
C (9.898, 12.273, 14.457)  -1.20
H (12.050, 7.601, 7.254)  0.43
H (10.725, 8.466, 7.898)  -0.03
H (11.073, 6.894, 8.617)  0.28
H (13.589, 10.454, 7.836)  0.46
H (14.188, 10.684, 9.520)  0.32
H (12.438, 10.946, 9.161)  -0.08
H (14.138, 6.549, 8.201)  0.37
H (14.647, 6.741, 9.932)  0.35
H (15.296, 7.751, 8.641)  0.43
H (15.081, 8.849, 11.035)  0.26
H (16.489, 10.167, 12.693)  0.38
H (15.280, 11.572, 14.437)  0.35
H (12.834, 11.458, 14.589)  0.17
H (9.555, 11.901, 10.511)  -0.09
H (9.117, 13.329, 11.481)  0.21
H (8.380, 11.729, 11.850)  -0.32
H (12.579, 13.445, 13.439)  0.27
H (11.622, 14.116, 12.040)  0.41
H (12.879, 12.903, 11.737)  0.25
H (8.809, 12.085, 14.550)  0.34
H (10.035, 13.368, 14.561)  0.35
H (10.366, 11.698, 15.313)  0.21
C (10.016, 11.329, 6.625)  -1.05
C (8.853, 12.039, 7.341)  0.50
O (8.112, 11.470, 8.165)  -0.52
C (8.536, 13.537, 7.008)  1.13
C (9.178, 14.199, 5.987)  -1.19
C (8.780, 15.490, 5.645)  -0.74
C (7.828, 16.161, 6.285)  -1.21
C (7.326, 15.634, 7.645)  2.43
C (7.659, 14.217, 7.815)  -1.60
H (10.188, 11.653, 5.555)  0.43
H (9.692, 10.282, 6.521)  0.31
H (10.846, 11.430, 7.279)  0.09
H (9.816, 13.701, 5.312)  0.16
H (9.208, 15.881, 4.717)  0.33
H (7.473, 17.059, 5.924)  0.39
H (8.028, 15.813, 9.578)  0.19
H (7.265, 13.624, 8.714)  0.25
C (14.881, 17.506, 8.467)  -0.86
N (14.461, 16.064, 8.377)  0.03
C (13.261, 15.797, 7.593)  -1.05
C (15.120, 15.180, 8.994)  0.36
S (16.203, 14.375, 9.728)  -0.48
N (8.093, 16.319, 8.695)  -0.20
C (5.840, 15.940, 7.963)  -1.87
C (7.793, 17.694, 9.001)  -0.83
H (15.973, 17.664, 8.391)  0.30
H (14.521, 17.923, 9.453)  0.30
H (14.371, 18.051, 7.656)  0.28
H (13.238, 16.466, 6.726)  0.31
H (12.337, 15.975, 8.179)  0.40
H (13.312, 14.768, 7.311)  0.37
H (5.303, 15.153, 7.440)  0.52
H (5.487, 16.910, 7.619)  0.36
H (5.710, 15.914, 9.034)  0.36
H (7.088, 17.904, 9.831)  0.25
H (7.377, 18.252, 8.121)  0.27
H (8.705, 18.256, 9.268)  0.28

Values from the calculation:
<S²> ... 0.75
Energy relative to the best compared isomer or geometry (same formula, charge and spin) ... 0.0 kcal per mole
F_max ... 3.1 eV/A
Total charge ... -2
HOMO level (spin up / spin down) ... -0.450 / -0.449 eV
Spin multiplicity ... 2

Q: Which of these has the lowest F_max?
A: C11H18Cl4F9I2PS

Repeat the second record exactly.
C3H9NO2 | ωB97M-V with the def2-TZVPD basis set

Last column: Mulliken charge in e.
Positions of all 15 atoms, in Å:
C (0.942, 1.352, -1.723)  -0.71
N (0.816, -0.077, -1.643)  0.04
C (0.338, -0.521, -0.338)  -0.38
C (-0.133, -1.940, -0.387)  -0.13
O (-1.152, -2.382, -0.688)  -0.30
H (1.911, 1.665, -2.080)  0.35
H (0.349, 1.918, -2.577)  0.33
H (0.701, 1.849, -0.819)  0.32
H (0.101, -0.310, -2.318)  0.36
H (-0.503, -0.031, 0.102)  0.37
H (1.109, -0.557, 0.449)  0.38
H (0.681, -2.555, -0.122)  0.36
H (-1.234, 3.209, 4.104)  0.34
H (-0.995, 1.938, 3.274)  0.26
O (-0.688, 2.391, 3.961)  -0.60

Values from the calculation:
<S²> ... 0.75
Energy relative to the best compared isomer or geometry (same formula, charge and spin) ... 71.5 kcal per mole
F_max ... 6.5 eV/A
Total charge ... +1
HOMO level (spin up / spin down) ... -14.179 / -14.179 eV
Spin multiplicity ... 2

Q: Which value of spin multiplicity does entry 2 give?
A: 2

Q: Which of these has the highest F_max?
A: C3H9NO2